#w
# C2H4O2P

An isolated ion of composition C2H4O2P and charge +1 (ωB97M-V/def2-TZVPD, OMol25).

Positions of all 9 atoms, in Å:
C -0.5477 0.3416 -0.5764
C 0.0790 -0.8148 0.2224
O 0.2321 1.4759 -0.2586
O 1.1984 -0.2119 0.9663
P 1.4137 1.3248 0.8075
H -0.4619 0.2651 -1.7436
H -1.5428 0.4825 -0.0420
H -0.6294 -1.2285 0.9750
H 0.2587 -1.6347 -0.3506

## Properties
Net charge: +1

#x
# C2H4O2P

An isolated ion of composition C2H4O2P and charge +1 (ωB97M-V/def2-TZVPD, OMol25).

Positions of all 9 atoms, in Å:
C 0.3255 0.7600 0.0630
C 0.3243 -0.7461 -0.0596
O -1.0993 1.1773 -0.2398
O -0.9903 -1.1621 0.1660
P -2.0735 -0.0587 0.0171
H 0.6858 1.0806 1.0878
H 1.0576 1.1132 -0.7874
H 0.8003 -1.1022 -0.9359
H 0.9696 -1.0621 0.6886

## Properties
Net charge: +1

How far above the most stable structure does each one sit? In kcal/mol: #w 2.1; #x 0.0.

#w
# C2H4O2P

An isolated ion of composition C2H4O2P and charge +1 (ωB97M-V/def2-TZVPD, OMol25).

Positions of all 9 atoms, in Å:
C 0.4872 -0.8250 -0.0876
C 0.2167 0.7717 0.1914
O -0.5255 -1.5979 0.2325
O -1.1232 0.8463 0.1261
P -2.3406 0.0405 -0.0806
H 0.7528 -0.7339 -1.1956
H 1.3684 -1.0085 0.4052
H 0.5251 1.2370 1.0884
H 0.6391 1.2699 -0.6798

## Properties
Net charge: +1

#x
# C2H4O2P

A 2-piece molecular cluster, C2H4O2P overall (ωB97M-V/def2-TZVPD, OMol25).

Positions of all 9 atoms, in Å:
C 1.9581 -0.9780 0.5507
C -1.2794 1.1462 -0.7960
O 0.9656 -0.4449 0.1631
O -1.9410 0.4537 0.0188
P -2.9565 -0.2003 0.8435
H 2.9487 -1.2691 -0.0543
H 2.1107 -1.4551 1.5753
H -1.1015 0.7103 -1.7215
H -0.7048 2.0373 -0.5797

## Properties
Net charge: +1

#y
# C2H4O2P

An isolated ion of composition C2H4O2P and charge +1 (ωB97M-V/def2-TZVPD, OMol25).

Positions of all 9 atoms, in Å:
C 1.0796 0.3319 -0.2958
C 0.3606 -0.3314 0.7232
O -2.8868 0.7654 -0.4193
O -0.8484 -0.5612 0.5080
P -2.3553 -0.5281 -0.6572
H 1.7247 1.0594 0.1957
H 0.3435 0.6445 -1.0378
H 0.8821 -0.8722 1.5567
H 1.7000 -0.5083 -0.5735

## Properties
Net charge: +1

How far above the most stable structure does each one sit? In kcal/mol: #w 85.7; #x 103.1; #y 0.0.

#w
# C36H66Cl4N12

A 10-piece molecular cluster, C36H66Cl4N12 overall (ωB97M-V/def2-TZVPD, OMol25).

Positions of all 118 atoms, in Å:
C -5.0735 -4.5632 -0.1546
C -5.2330 -3.0155 -0.4476
N -4.0647 -2.3756 -1.0018
C -3.7630 -1.0459 -0.8539
C -2.5338 -0.7365 -1.4225
N -2.1735 -1.9275 -2.0681
C -3.1335 -2.9282 -1.8129
C -0.9822 -2.1265 -2.8468
H -6.0888 -4.6854 0.2229
H -4.3474 -4.8663 0.5997
H -4.9477 -5.0884 -1.1014
H -5.6604 -2.4163 0.3563
H -6.0042 -2.8725 -1.2045
H -4.4362 -0.3333 -0.4006
H -1.9065 0.1415 -1.3788
H -3.0967 -3.9640 -2.1163
H -1.1184 -1.6486 -3.8169
H -0.8792 -3.1945 -3.0392
H -0.1582 -1.7216 -2.2593
C 6.2778 3.1480 -0.8281
C 4.8295 3.5790 -0.8655
N 4.5324 4.2996 0.3930
C 4.6255 3.8038 1.7027
C 4.0703 4.7240 2.5433
N 3.6150 5.7618 1.7923
C 3.8841 5.4913 0.4489
C 2.8939 6.8934 2.2893
H 6.5645 2.3913 -1.5583
H 6.4673 2.5887 0.0881
H 6.8720 4.0614 -0.8554
H 4.0115 2.8592 -0.8341
H 4.6643 4.2774 -1.6859
H 4.9565 2.7962 1.9064
H 3.8834 4.7925 3.6048
H 3.5087 6.0230 -0.4129
H 2.2772 6.5571 3.1228
H 2.1977 7.1214 1.4821
H 3.4967 7.7548 2.5770
C 1.5540 -4.3749 -4.1610
C 0.8638 -4.9133 -5.3486
N -0.5198 -5.1705 -5.0735
C -1.5735 -4.3441 -5.4580
C -2.7746 -4.8285 -4.8510
N -2.4439 -6.0098 -4.2512
C -1.0990 -6.2301 -4.3987
C -3.3315 -6.8382 -3.4217
H 1.5780 -5.0327 -3.2922
H 1.1105 -3.4279 -3.8536
H 2.6135 -4.1422 -4.2679
H 1.3707 -5.7941 -5.7428
H 1.1009 -4.2383 -6.1710
H -1.3521 -3.4136 -5.9595
H -3.7720 -4.4145 -4.8365
H -0.5356 -7.0840 -4.0527
H -4.3540 -6.7050 -3.7750
H -3.3523 -6.4255 -2.4131
H -2.9030 -7.8368 -3.3370
C -0.7076 -0.6487 5.4002
C 0.5984 0.0466 4.9788
N 1.6901 -0.9107 5.0623
C 2.1583 -1.7051 6.1091
C 3.0241 -2.6991 5.6614
N 2.9931 -2.6244 4.2932
C 2.1973 -1.5696 3.9577
C 3.7986 -3.5311 3.4086
H -0.9080 -1.6532 5.0275
H -1.5203 0.0427 5.1773
H -0.5917 -0.7391 6.4803
H 0.9211 0.8843 5.5971
H 0.5381 0.3578 3.9360
H 1.9023 -1.5363 7.1446
H 3.6688 -3.4175 6.1459
H 1.9101 -1.3872 2.9327
H 4.8749 -3.5233 3.5806
H 3.6642 -3.1227 2.4070
H 3.4597 -4.5646 3.4807
C -7.0560 4.1767 2.4502
C -5.9484 3.3526 1.6858
N -4.6500 3.8943 2.0458
C -3.9622 3.7451 3.2240
C -2.7527 4.3458 3.0564
N -2.5502 4.7203 1.7462
C -3.7661 4.4742 1.1407
C -1.3811 5.2727 1.0583
H -7.1177 5.2583 2.3305
H -6.9969 3.9818 3.5211
H -8.0404 3.8912 2.0792
H -6.1372 3.4557 0.6172
H -5.9167 2.3186 2.0291
H -4.3775 3.3437 4.1366
H -1.9555 4.4210 3.7811
H -4.0225 4.5982 0.0990
H -0.7331 5.7394 1.8003
H -1.6661 5.8346 0.1689
H -0.8076 4.4307 0.6708
C 4.1985 -0.5078 -3.0337
C 2.6060 -0.6384 -2.9668
N 2.0528 0.3878 -2.0540
C 1.1621 1.3029 -2.4611
C 0.7697 2.1640 -1.3332
N 1.4212 1.5622 -0.2736
C 2.1716 0.4968 -0.7157
C 1.4268 2.0180 1.1151
H 4.3911 0.4539 -3.5093
H 4.6825 -1.2669 -3.6481
H 4.6159 -0.6009 -2.0311
H 2.3206 -1.5472 -2.4370
H 2.1377 -0.6610 -3.9509
H 0.7178 1.4645 -3.4321
H 0.1287 3.0331 -1.3232
H 2.6628 -0.1823 -0.0346
H 0.4663 1.5809 1.3878
H 1.2065 3.0837 1.1764
H 2.2765 1.7604 1.7474
Cl 4.8181 0.0910 1.9145
Cl 0.8531 -1.0147 -6.4282
Cl -2.6992 2.5835 -1.9961
Cl 1.5722 -2.8487 0.3662

## Properties
Net charge: +2

#x
# C36H66Cl4N12

A 10-piece molecular cluster, C36H66Cl4N12 overall (ωB97M-V/def2-TZVPD, OMol25).

Positions of all 118 atoms, in Å:
C -5.2819 -1.7635 -4.3052
C -5.5884 -2.9555 -5.3511
N -6.3266 -4.1806 -4.8869
C -6.8847 -5.1288 -5.7185
C -7.3887 -6.1571 -4.8709
N -7.0138 -5.8526 -3.5229
C -6.4376 -4.5657 -3.5499
C -7.1340 -6.7219 -2.4404
H -4.3145 -1.8148 -3.8055
H -6.0940 -1.5547 -3.6088
H -5.1625 -0.8712 -4.9198
H -4.6577 -3.2882 -5.8107
H -6.1407 -2.4102 -6.1164
H -6.9750 -4.9712 -6.7832
H -8.0385 -6.9879 -5.1030
H -6.0847 -3.9690 -2.7218
H -7.6254 -7.6743 -2.6393
H -7.7078 -6.2884 -1.6213
H -6.1131 -6.8445 -2.0785
C 4.7991 -0.3739 7.4682
C 4.5810 1.1397 7.5304
N 4.5269 1.7057 6.2163
C 3.4614 1.6979 5.3626
C 3.8400 2.3148 4.1368
N 5.1984 2.7432 4.2457
C 5.5508 2.3527 5.5745
C 6.1223 3.1220 3.2125
H 5.8361 -0.7054 7.5212
H 4.2387 -0.8743 6.6784
H 4.4991 -0.7766 8.4356
H 5.3879 1.5261 8.1530
H 3.7528 1.2751 8.2260
H 2.5212 1.1819 5.4899
H 3.2809 2.5030 3.2322
H 6.4355 2.6794 6.1007
H 7.1197 3.0285 3.6422
H 5.9761 4.1418 2.8565
H 6.0173 2.3178 2.4843
C 2.6543 -2.5133 4.4870
C 3.6934 -2.2548 3.4475
N 3.2207 -1.7559 2.2335
C 3.9700 -0.9007 1.3767
C 3.3323 -0.9425 0.1343
N 2.2055 -1.7314 0.2993
C 2.0649 -2.1290 1.6046
C 1.1090 -2.0196 -0.7208
H 2.9902 -2.6410 5.5160
H 2.1184 -3.4538 4.3591
H 1.8831 -1.7480 4.5745
H 4.2342 -3.1600 3.1715
H 4.3347 -1.4962 3.8962
H 4.9010 -0.4822 1.7295
H 3.4465 -0.3933 -0.7886
H 1.3952 -2.8391 2.0668
H 1.4259 -2.8244 -1.3842
H 0.7904 -1.1784 -1.3364
H 0.2474 -2.4048 -0.1754
C -2.0775 -0.9622 -11.3796
C -0.8349 -1.7400 -11.0248
N -0.8580 -2.2160 -9.6719
C -0.5871 -3.4998 -9.2455
C -0.6316 -3.3786 -7.8546
N -0.8133 -2.0990 -7.3860
C -1.0206 -1.3287 -8.5118
C -0.9528 -1.6635 -5.9887
H -2.8930 -1.6761 -11.4953
H -1.8963 -0.4882 -12.3443
H -2.3967 -0.3013 -10.5737
H -0.0269 -1.0147 -11.1209
H -0.8076 -2.6452 -11.6314
H -0.6061 -4.3925 -9.8531
H -0.4258 -4.1662 -7.1448
H -1.1966 -0.2677 -8.6110
H -1.8718 -1.1181 -5.7737
H -0.0484 -1.0683 -5.8623
H -0.9427 -2.5402 -5.3411
C 1.0312 3.7368 9.7535
C -0.0668 4.4210 8.8712
N 0.4185 4.7064 7.4790
C 1.4909 5.5395 7.3075
C 1.7003 5.6333 5.8492
N 0.6336 5.0072 5.2732
C -0.0313 4.3311 6.2746
C 0.2578 4.8995 3.8634
H 1.4645 4.4336 10.4711
H 1.7359 3.1003 9.2183
H 0.7525 2.8808 10.3681
H -0.4293 5.3600 9.2896
H -0.9983 3.8815 9.0429
H 1.8970 6.0812 8.1489
H 2.1166 6.3601 5.1674
H -0.8163 3.5894 6.2662
H 0.2400 5.9212 3.4840
H -0.7733 4.5786 3.7149
H 0.9935 4.2520 3.3864
C 1.5025 2.8207 0.6954
C 0.4124 3.1749 -0.3096
N -0.4235 2.0678 -0.5766
C -0.8761 1.1177 0.2282
C -1.6185 0.1532 -0.5486
N -1.7602 0.6371 -1.7645
C -1.1228 1.8622 -1.7624
C -2.3847 -0.0958 -2.8339
H 1.0790 2.6121 1.6779
H 2.1648 3.6342 0.9915
H 2.1808 2.0567 0.3155
H 0.9541 3.4792 -1.2052
H -0.1004 3.9748 0.2246
H -0.7118 1.0140 1.2906
H -2.1036 -0.7686 -0.2633
H -1.0455 2.5088 -2.6240
H -3.2840 -0.5402 -2.4075
H -1.6976 -0.9147 -3.0472
H -2.4255 0.5116 -3.7381
Cl -1.7385 -3.6031 -2.3794
Cl 3.5005 5.6656 2.3705
Cl -3.0354 4.3583 -2.6766
Cl -0.3870 1.9951 -5.2756

## Properties
Net charge: +2

How far above the most stable structure does each one sit? In kcal/mol: #w 0.0; #x 114.8.